*w*
H16O8 | ωB97M-V with the def2-TZVPD basis set

Output
E_HOMO = -10.86 eV
SMILES = O.O.O.O.O.O.O.O

```
! RIJCOSX wB97M-V def2-TZVPD def2/J DEFGRID3
* xyz 0 1
O 13.616 1.024 12.928
H 13.537 0.324 13.576
H 14.397 1.510 13.193
O 8.769 6.436 7.554
H 8.256 5.973 6.892
H 9.267 5.748 7.997
O 12.759 3.018 6.965
H 13.187 2.286 7.409
H 12.271 3.466 7.656
O 11.618 4.547 10.474
H 11.333 5.222 11.089
H 11.748 3.769 11.016
O 10.909 8.083 12.675
H 11.398 8.422 13.425
H 10.024 8.431 12.789
O 14.934 0.397 9.151
H 15.722 -0.142 9.084
H 14.722 0.399 10.084
O 7.976 1.064 12.769
H 8.866 1.017 13.120
H 7.818 0.195 12.401
O 12.337 9.637 8.951
H 11.790 9.143 9.561
H 11.993 10.530 8.988
*
```

*x*
H16O8 | ωB97M-V with the def2-TZVPD basis set

Output
E_HOMO = -10.83 eV
SMILES = O.O.O.O.O.O.O.O

```
! RIJCOSX wB97M-V def2-TZVPD def2/J DEFGRID3
* xyz 0 1
O 0.358 -0.331 0.256
H -0.280 -0.013 -0.393
H 1.214 -0.139 -0.143
O 3.153 -1.310 -1.469
H 3.474 -2.175 -1.190
H 3.192 -0.776 -0.668
O -1.886 1.215 -0.602
H -2.106 0.634 0.135
H -2.742 1.524 -0.919
O -0.479 -1.008 -4.116
H -0.779 -1.881 -3.839
H 0.048 -0.694 -3.372
O 1.067 2.189 -1.067
H 1.363 2.776 -1.771
H 1.594 1.392 -1.188
O 2.934 2.429 0.929
H 3.491 3.102 0.520
H 2.055 2.825 0.936
O -3.566 -2.399 1.132
H -2.886 -2.522 1.805
H -4.000 -3.258 1.078
O -1.840 -0.213 4.430
H -1.711 -0.255 5.385
H -1.667 -1.112 4.131
*
```

*y*
H16O8 | ωB97M-V with the def2-TZVPD basis set

Output
E_HOMO = -10.46 eV
SMILES = O.O.O.O.O.O.O.O

```
! RIJCOSX wB97M-V def2-TZVPD def2/J DEFGRID3
* xyz 0 1
O -0.185 -0.065 0.184
H 0.010 -0.129 -0.694
H -1.001 -0.578 0.406
O 2.588 -1.538 -0.427
H 3.481 -1.687 -0.491
H 2.383 -0.792 -0.996
O -3.242 -2.449 -0.627
H -3.164 -1.740 0.025
H -2.349 -2.782 -0.749
O 3.734 -0.095 -1.706
H 4.053 -0.545 -2.475
H 4.537 0.468 -1.464
O -1.301 -1.805 1.500
H -0.713 -1.231 1.983
H -2.178 -1.322 1.632
O -2.481 1.494 0.623
H -3.244 1.799 1.028
H -2.780 0.670 0.191
O 3.263 1.301 2.108
H 2.460 0.942 1.893
H 3.305 2.195 1.729
O -2.618 2.380 -1.438
H -1.825 2.880 -1.698
H -2.732 2.627 -0.537
*
```

The structure shown above that is least stable: *y*.